Molecular formula: C4H29NO13S
Method: DFT, ωB97M-V with the def2-TZVPD basis set

Atoms and positions in Å:
O 1.257 -1.511 0.278
C 0.847 -0.650 -0.515
N -0.369 -0.099 -0.397
C -0.739 1.243 -0.962
O -1.912 1.707 -0.424
C 1.681 -0.165 -1.668
C 3.053 -0.849 -1.938
S 3.875 0.130 -3.225
H -0.983 -0.388 0.354
H -0.807 1.184 -2.058
H 0.111 1.898 -0.690
H 1.108 -0.299 -2.578
H 1.976 0.873 -1.509
H 3.575 -0.959 -0.986
H 2.961 -1.871 -2.313
H -5.151 1.290 -1.736
H -4.117 0.702 -0.923
O -5.090 0.791 -0.904
H 3.010 -2.739 0.443
H 3.639 -2.266 1.709
O 3.565 -3.057 1.166
H 1.333 0.889 -4.767
H 0.062 0.245 -4.384
O 0.440 0.744 -5.124
H 0.738 -3.064 -0.887
H 0.196 -3.502 -2.230
O -0.041 -3.480 -1.292
H -1.941 0.687 3.107
H -0.777 0.057 3.675
O -1.593 0.467 4.007
H -2.791 4.066 0.544
H -1.711 3.230 -0.036
O -1.858 4.171 0.333
H 1.487 -4.222 1.327
H 0.182 -3.589 1.629
O 0.635 -4.436 1.731
H 3.081 0.431 0.787
H 4.565 0.373 0.827
O 3.795 0.046 1.309
H -0.226 4.828 0.888
H 1.139 4.131 0.805
O 0.732 4.976 1.010
H -2.885 -1.598 3.301
H -3.498 -0.848 4.490
O -3.529 -1.676 4.009
H -2.358 0.892 0.873
H -3.773 0.706 1.294
O -2.896 0.515 1.651

Forces on atoms 1 to 6 (eV/Å):
-0.07 -0.39 0.04
-0.03 -0.08 0.24
-0.35 0.62 -0.24
-0.23 0.20 0.27
0.35 -0.76 -0.10
1.08 -0.87 0.08

HOMO level (eV): -1.516
Charge: -2
Relative energy (zero: lowest compared OMol25 entry of this formula, charge and spin) (kJ/mol): 19.2
E (a.u.): -1600.96177

Molecular formula: C31H35BN9O3RuS
Method: DFT, ωB97M-V with the def2-TZVPD basis set

Atoms and positions in Å:
Ru -0.339 -1.033 -0.061
C 0.034 -4.254 1.844
C -0.565 -3.104 2.579
C -1.044 -3.059 3.898
C -1.431 -1.755 4.101
N -1.202 -1.066 2.972
N -0.686 -1.891 2.042
B -1.378 0.443 2.728
N -2.412 0.619 1.603
C -3.395 1.516 1.442
C -4.009 1.270 0.232
C -3.317 0.184 -0.317
C -3.546 -0.507 -1.617
N -2.368 -0.205 0.538
N -0.047 1.021 2.220
C 0.447 2.258 2.373
C 1.599 2.364 1.619
C 1.742 1.117 0.998
C 2.787 0.623 0.057
N 0.748 0.319 1.390
N -1.801 1.100 4.029
C -3.032 1.221 4.586
C -2.868 1.609 5.891
C -1.467 1.688 6.067
C -0.707 2.025 7.307
N -0.842 1.373 4.947
H 0.536 -4.921 2.545
H 0.751 -3.883 1.114
H -0.737 -4.817 1.319
H -1.075 -3.873 4.601
H -1.844 -1.282 4.976
H -3.589 2.268 2.187
H -4.837 1.802 -0.204
H -4.315 0.009 -2.188
H -3.860 -1.536 -1.449
H -2.623 -0.536 -2.199
H -0.037 2.977 3.009
H 2.234 3.226 1.510
H 3.757 0.575 0.553
H 2.874 1.288 -0.803
H 2.518 -0.378 -0.285
H -3.930 1.011 4.028
H -3.635 1.815 6.618
H -1.335 2.568 8.010
H 0.170 2.624 7.066
H -0.360 1.112 7.794
O 1.285 -2.517 -0.694
N 0.942 -3.391 -1.615
C 1.931 -3.943 -2.348
C 1.685 -4.883 -3.313
C 0.368 -5.278 -3.548
C -0.631 -4.720 -2.788
C -0.352 -3.761 -1.806
S -1.602 -3.109 -0.831
H 2.921 -3.588 -2.107
H 2.508 -5.306 -3.867
H 0.138 -6.006 -4.314
H -1.665 -5.007 -2.911
C 3.840 3.947 -5.121
C 2.857 3.074 -4.392
C 1.748 3.605 -3.752
C 0.845 2.811 -3.056
C -0.351 3.484 -2.434
C 1.063 1.421 -2.994
C 2.166 0.860 -3.668
C 2.450 -0.620 -3.681
C 3.042 1.699 -4.343
C 0.194 0.546 -2.138
O -0.302 1.034 -1.085
O 0.015 -0.671 -2.403
H 3.456 4.958 -5.252
H 4.067 3.530 -6.103
H 4.779 4.013 -4.567
H 1.573 4.675 -3.787
H -0.354 4.546 -2.677
H -0.348 3.365 -1.354
H -1.274 3.038 -2.808
H 1.703 -1.140 -4.281
H 2.400 -1.043 -2.678
H 3.436 -0.814 -4.105
H 3.899 1.265 -4.848

Forces on atoms 1 to 6 (eV/Å):
-2.51 -2.78 1.91
-0.03 0.06 0.10
0.03 0.10 -0.03
0.05 -0.01 -0.09
0.02 -0.13 0.09
-0.02 -0.04 0.00

HOMO level (spin up / spin down) (eV): -7.996 / -8.153
Relative energy (zero: lowest compared OMol25 entry of this formula, charge and spin) (kJ/mol): 0.0
<S²>: 0.758
2S+1: 2
E (a.u.): -2438.87047

Molecular formula: C11H14Si
Method: DFT, ωB97M-V with the def2-TZVPD basis set

Atoms and positions in Å:
C 3.193 -0.089 -1.613
Si 1.387 0.385 -1.862
C 1.049 1.974 -2.751
C 0.672 -0.943 -2.940
C 0.525 0.429 -0.292
C -0.157 0.343 0.682
C -0.954 -0.050 1.709
C -1.379 0.885 2.632
C -2.211 0.520 3.656
C -2.678 -0.730 3.761
C -2.255 -1.665 2.863
C -1.369 -1.339 1.856
H 3.684 0.642 -1.025
H 3.200 -1.056 -1.144
H 3.619 -0.113 -2.597
H 1.818 2.694 -2.496
H 0.102 2.419 -2.606
H 1.071 1.667 -3.755
H 0.291 -1.622 -2.211
H -0.014 -0.535 -3.670
H 1.548 -1.330 -3.481
H -1.077 1.891 2.506
H -2.632 1.301 4.252
H -3.496 -0.957 4.456
H -2.740 -2.601 2.940
H -1.198 -2.120 1.129

Forces on atoms 1 to 6 (eV/Å):
-1.50 0.48 -0.39
0.23 0.24 -0.52
1.20 -0.06 1.09
1.16 0.63 -0.16
0.66 0.24 -0.60
0.95 -0.14 -1.38

HOMO level (eV): -8.739
Relative energy (zero: lowest compared OMol25 entry of this formula, charge and spin) (kJ/mol): 145.2
E (a.u.): -716.99889

Molecular formula: C20H27N5O4SSe2TcTe
Method: DFT, ωB97M-V with the def2-TZVPD basis set

Atoms and positions in Å:
Tc -0.021 0.055 0.330
Se -2.477 0.231 -2.132
Se -3.486 -0.882 -0.355
C -2.109 -2.172 -0.032
C -2.441 -3.515 0.089
C -1.449 -4.453 0.337
C -0.120 -4.043 0.427
C 0.151 -2.703 0.279
N -0.822 -1.784 0.079
C -1.934 1.814 -1.200
C -2.443 3.049 -1.563
C -2.021 4.190 -0.890
C -1.107 4.074 0.152
C -0.653 2.817 0.481
N -1.045 1.710 -0.190
H -3.473 -3.822 -0.029
H -1.707 -5.501 0.435
H 0.682 -4.747 0.597
H 1.174 -2.325 0.325
H -3.176 3.112 -2.356
H -2.420 5.160 -1.164
H -0.769 4.937 0.710
H 0.039 2.667 1.308
C 4.109 -0.514 -9.201
C 4.380 0.267 -7.992
S 3.517 -0.758 -6.355
O 3.919 -2.114 -6.528
O 2.156 -0.316 -6.332
C 4.386 -0.060 -4.873
C 3.995 -0.892 -3.636
N 3.175 -0.185 -2.627
C 1.938 -0.557 -2.226
N 1.580 0.136 -1.131
C 2.628 0.990 -0.833
C 3.601 0.796 -1.743
N 4.886 1.474 -1.799
O 5.107 2.243 -0.906
O 5.602 1.205 -2.747
C 1.121 -1.600 -2.896
H 4.580 0.143 -9.969
H 3.056 -0.580 -9.469
H 4.617 -1.474 -9.236
H 3.838 1.202 -7.851
H 5.401 0.265 -7.606
H 4.085 0.983 -4.847
H 5.445 -0.158 -5.102
H 4.910 -1.210 -3.142
H 3.453 -1.796 -3.904
H 2.634 1.691 -0.013
H 1.524 -2.599 -2.712
H 1.082 -1.437 -3.973
H 0.101 -1.558 -2.522
C -0.446 -1.817 3.656
Te -1.175 0.006 2.829
C 0.060 1.283 4.013
H -0.753 -1.800 4.700
H 0.636 -1.878 3.575
H -0.938 -2.642 3.147
H 1.114 1.109 3.818
H -0.184 1.023 5.042
H -0.230 2.315 3.830

Forces on atoms 1 to 6 (eV/Å):
0.00 0.08 -0.13
0.01 -0.01 0.01
-0.01 -0.01 -0.03
0.06 -0.10 0.03
-0.05 0.06 -0.02
-0.01 -0.04 0.01

HOMO level (spin up / spin down) (eV): -19.741 / -19.703
Charge: +4
Relative energy (zero: lowest compared OMol25 entry of this formula, charge and spin) (kJ/mol): 0.0
<S²>: 3.776
2S+1: 4
E (a.u.): -6901.21663

Molecular formula: C9H14O
Method: DFT, ωB97M-V with the def2-TZVPD basis set

Atoms and positions in Å:
C 1.471 1.279 -2.164
C 0.984 0.938 -0.775
C -0.002 1.654 -0.135
C -0.144 1.627 1.258
C 0.548 0.640 1.932
O 0.494 0.446 3.294
C 1.407 -0.233 1.265
C 1.613 -0.117 -0.101
H 1.353 2.338 -2.406
H 1.077 0.687 -2.964
H 2.549 1.134 -2.187
H -0.604 2.364 -0.682
H -0.835 2.290 1.766
H -0.077 1.113 3.687
H 1.850 -1.047 1.821
H 2.310 -0.802 -0.566
C -1.796 -2.337 0.124
C -1.674 -1.251 -0.940
H -2.681 -2.216 0.771
H -1.927 -3.315 -0.324
H -1.011 -2.299 0.883
H -0.619 -1.283 -1.203
H -1.893 -0.236 -0.607
H -2.393 -1.374 -1.747

Forces on atoms 1 to 6 (eV/Å):
0.40 0.54 0.29
0.40 -0.69 -0.94
0.32 1.04 0.70
-0.26 -0.90 -0.54
0.57 -0.20 0.68
-0.17 0.21 -0.19

HOMO level (eV): -8.342
Relative energy (zero: lowest compared OMol25 entry of this formula, charge and spin) (kJ/mol): 52.9
E (a.u.): -426.55264

Molecular formula: C3H10N2
Method: DFT, ωB97M-V with the def2-TZVPD basis set

Atoms and positions in Å:
N 0.389 0.895 -2.270
C -0.249 0.002 -1.310
C 0.152 0.386 0.114
C -0.437 -0.579 1.139
N 0.409 -0.618 2.352
H 1.389 0.742 -2.283
H 0.044 0.712 -3.205
H -1.325 0.137 -1.422
H 0.005 -1.050 -1.484
H -0.217 1.399 0.279
H 1.235 0.406 0.239
H -1.471 -0.330 1.396
H -0.451 -1.584 0.720
H -0.163 -0.855 3.160
H 0.689 0.338 2.576

Forces on atoms 1 to 6 (eV/Å):
-0.03 0.12 -0.20
0.42 0.20 0.16
-0.68 -0.14 -0.11
0.31 -0.01 0.42
-0.27 0.56 0.33
0.02 0.01 -0.02

HOMO level (eV): -9.270
Relative energy (zero: lowest compared OMol25 entry of this formula, charge and spin) (kJ/mol): 26.8
E (a.u.): -229.79905

Molecular formula: C5H32O10
Method: DFT, ωB97M-V with the def2-TZVPD basis set

Atoms and positions in Å:
C 1.914 0.899 2.246
C 1.085 0.682 0.955
C 0.048 1.805 0.809
C -1.352 1.318 0.498
C -2.164 2.351 -0.262
H 2.715 0.185 2.290
H 2.296 1.883 2.486
H 1.293 0.610 3.190
H 1.877 0.669 0.128
H 0.600 -0.324 0.969
H 0.007 2.368 1.794
H 0.429 2.614 0.074
H -1.074 0.387 -0.101
H -1.811 0.977 1.485
H -3.211 2.177 -0.020
H -1.879 3.362 0.174
H -1.902 2.163 -1.309
O -3.392 -1.482 0.175
H -3.748 -0.704 0.672
H -3.715 -1.742 -0.650
O 0.204 3.944 -1.870
H 0.381 3.047 -2.191
H 1.098 4.293 -2.017
O 2.305 -1.954 -0.258
H 2.770 -2.726 0.128
H 1.790 -1.637 0.471
O 2.251 -2.479 -3.467
H 1.311 -2.451 -3.406
H 2.643 -2.181 -2.629
O -1.440 -0.517 3.466
H -0.568 -0.300 3.122
H -1.579 0.071 4.228
O -0.423 -2.898 0.366
H -0.599 -3.491 -0.344
H -1.163 -2.755 0.983
O 0.823 1.047 -3.084
H 1.750 0.826 -2.773
H 0.294 0.197 -2.900
O -2.260 -2.786 2.372
H -2.073 -1.937 2.917
H -2.846 -2.540 1.656
O -0.486 -1.211 -2.301
H -1.312 -0.741 -2.378
H -0.240 -1.250 -1.368
O 3.000 0.419 -1.348
H 3.675 0.229 -1.967
H 2.678 -0.415 -1.012

Forces on atoms 1 to 6 (eV/Å):
-1.71 -1.64 1.74
1.67 0.57 -0.04
1.07 2.07 0.51
1.03 -1.70 0.44
0.44 0.02 1.28
0.72 -0.23 -0.04

HOMO level (eV): -10.391
Relative energy (zero: lowest compared OMol25 entry of this formula, charge and spin) (kJ/mol): 94.3
E (a.u.): -962.04649

Please write out number 3 again, unchanged.
Molecular formula: C11H14Si
Method: DFT, ωB97M-V with the def2-TZVPD basis set

Atoms and positions in Å:
C 3.193 -0.089 -1.613
Si 1.387 0.385 -1.862
C 1.049 1.974 -2.751
C 0.672 -0.943 -2.940
C 0.525 0.429 -0.292
C -0.157 0.343 0.682
C -0.954 -0.050 1.709
C -1.379 0.885 2.632
C -2.211 0.520 3.656
C -2.678 -0.730 3.761
C -2.255 -1.665 2.863
C -1.369 -1.339 1.856
H 3.684 0.642 -1.025
H 3.200 -1.056 -1.144
H 3.619 -0.113 -2.597
H 1.818 2.694 -2.496
H 0.102 2.419 -2.606
H 1.071 1.667 -3.755
H 0.291 -1.622 -2.211
H -0.014 -0.535 -3.670
H 1.548 -1.330 -3.481
H -1.077 1.891 2.506
H -2.632 1.301 4.252
H -3.496 -0.957 4.456
H -2.740 -2.601 2.940
H -1.198 -2.120 1.129

Forces on atoms 1 to 6 (eV/Å):
-1.50 0.48 -0.39
0.23 0.24 -0.52
1.20 -0.06 1.09
1.16 0.63 -0.16
0.66 0.24 -0.60
0.95 -0.14 -1.38

HOMO level (eV): -8.739
Relative energy (zero: lowest compared OMol25 entry of this formula, charge and spin) (kJ/mol): 145.2
E (a.u.): -716.99889

Question: Among the records above, which one has the highest relative energy (zero: lowest compared OMol25 entry of this formula, charge and spin)?
Answer: C11H14Si

Question: What is the formula in the second record?
Answer: C31H35BN9O3RuS